The following is a quantum chemistry calculation of a molecular structure, C26H41ClF6N6O9S5, from the OMol25 dataset.

Structure (ORCA input):
```
! wB97M-V def2-TZVPD RIJCOSX def2/J DEFGRID3
* xyz 0 1
C -2.24 1.65 -6.23
C -2.12 3.18 -5.57
O -3.29 3.89 -5.60
O -0.88 3.76 -5.04
C -0.67 3.38 -3.61
C 0.60 4.19 -2.94
C 0.96 3.72 -1.39
C 1.06 2.05 -1.33
N 2.15 1.58 -0.33
C 3.37 1.77 -1.26
C 3.74 0.14 -1.38
C 4.79 0.02 -0.08
N 2.42 -0.66 -1.28
C 3.00 -2.02 -0.99
C 1.95 -3.12 -1.68
C 2.80 -4.09 -2.72
C 1.90 -4.76 -3.91
S 2.47 -4.23 -5.65
O 3.73 -5.04 -6.11
O 1.32 -4.59 -6.66
Cl 2.87 -2.19 -5.83
C 1.70 0.11 -0.22
N 0.76 -0.17 0.73
C 0.23 -1.58 0.85
C -0.90 -1.85 -0.35
C -2.40 -2.03 0.37
O -3.49 -1.93 -0.64
C 0.17 0.86 1.72
C 1.08 0.91 3.12
C 2.18 2.13 3.14
S 3.78 1.44 3.94
C 3.65 1.66 5.83
S 3.11 3.15 6.50
N 4.01 0.55 6.80
C 3.85 -0.96 6.60
C 4.43 -1.77 7.91
N 4.88 -0.66 8.83
C 4.63 0.70 8.19
H -2.81 0.90 -5.50
H -2.91 1.72 -7.20
H -1.20 1.21 -6.52
H -0.52 2.21 -3.62
H -1.67 3.64 -3.05
H 1.52 4.08 -3.67
H 0.30 5.33 -2.94
H 0.04 4.05 -0.74
H 1.97 4.23 -1.12
H -0.02 1.70 -0.96
H 1.19 1.56 -2.40
H 4.06 2.44 -0.60
H 3.22 2.34 -2.27
H 4.40 -0.06 -2.34
H 5.51 0.93 0.01
H 5.48 -0.92 -0.34
H 4.23 -0.27 0.91
H 4.04 -2.23 -1.54
H 3.08 -2.29 0.15
H 1.21 -2.49 -2.37
H 1.34 -3.70 -0.87
H 3.30 -4.92 -2.07
H 3.70 -3.52 -3.27
H 2.11 -5.93 -3.86
H 0.75 -4.57 -3.83
H -0.40 -1.64 1.86
H 1.03 -2.42 0.93
H -0.92 -0.89 -1.02
H -0.72 -2.86 -0.93
H -2.52 -1.24 1.23
H -2.35 -3.11 0.87
H -3.13 -1.65 -1.53
H -0.90 0.48 2.08
H 0.00 1.91 1.24
H 0.37 0.96 4.07
H 1.68 -0.10 3.15
H 1.83 3.01 3.84
H 2.43 2.59 2.09
H 3.37 -1.45 5.64
H 4.49 -2.93 8.12
H 4.90 1.73 8.70
C -9.04 -0.89 3.53
F -9.44 -0.95 4.83
F -8.60 -2.15 3.20
F -10.16 -0.69 2.78
S -7.77 0.39 3.22
O -6.64 0.00 4.08
O -8.42 1.64 3.60
N -7.60 0.12 1.67
S -6.53 1.08 1.01
O -5.13 0.84 1.37
O -6.90 2.49 0.89
C -6.68 0.43 -0.69
F -7.94 0.55 -1.19
F -6.38 -0.91 -0.76
F -5.85 1.05 -1.58
*
```

Output
LUMO ... -2.34 eV
DFT total energy ... -5070.48818 Eh
HOMO level ... -8.3184 eV
Energy above the lowest of the compared OMol25 structures with the same formula, charge and spin ... 1906.14 kJ/mol
Strongest force on any atom ... 0.1806 Eh/bohr